Density functional theory data (ωB97M-V/def2-TZVPD) for a structure of composition C35H40F10N3ORb.

Output
Charge ... -2
Spin multiplicity ... 1
Energy above the lowest of the compared OMol25 structures with the same formula, charge and spin ... 26.8 kcal per mole
HOMO level ... -1.2 eV

The geometry in XYZ format:
```
90
Properties=species:S:1:pos:R:3:mulliken_charge:R:1
Rb 0.403 0.354 -1.201 0.846
C 2.229 -1.235 1.443 -0.359
C 1.411 -0.880 2.547 0.104
C 0.356 -1.850 2.594 0.169
C 0.602 -2.774 1.551 -0.987
C 1.755 -2.411 0.847 -0.531
C 2.471 -3.259 -0.186 2.642
C 3.226 -2.401 -1.205 -1.668
C 1.494 -4.181 -0.923 -1.943
C 3.505 -4.150 0.531 -1.937
C -0.781 -2.155 3.577 2.716
C -1.960 -2.816 2.842 -1.562
C -1.384 -0.945 4.293 -1.802
C -0.304 -3.160 4.646 -1.833
C 1.823 0.278 3.470 2.887
C 2.152 -0.226 4.886 -1.772
C 3.120 0.925 2.954 -2.439
C 0.810 1.436 3.558 -1.593
H 3.104 -0.690 1.118 0.118
H -0.003 -3.642 1.337 -0.079
H 2.549 -1.786 -1.801 0.197
H 3.779 -3.037 -1.904 0.454
H 3.941 -1.745 -0.706 0.242
H 0.710 -3.617 -1.422 0.302
H 1.020 -4.869 -0.220 0.300
H 2.020 -4.778 -1.676 0.462
H 4.237 -3.533 1.056 0.341
H 4.034 -4.793 -0.184 0.450
H 3.010 -4.781 1.272 0.367
H -2.329 -2.170 2.041 0.077
H -2.778 -3.002 3.546 0.477
H -1.681 -3.769 2.398 0.362
H -1.681 -0.172 3.581 0.004
H -0.692 -0.502 5.000 0.295
H -2.272 -1.254 4.858 0.600
H 0.064 -4.064 4.160 0.310
H -1.121 -3.432 5.328 0.461
H 0.515 -2.750 5.237 0.316
H 2.969 -0.950 4.843 0.323
H 1.302 -0.717 5.353 0.261
H 2.457 0.608 5.531 0.416
H 3.931 0.200 2.885 0.407
H 3.426 1.720 3.642 0.536
H 2.975 1.373 1.968 0.330
H 0.004 1.250 4.262 0.202
H 0.372 1.646 2.585 0.145
H 1.317 2.349 3.894 0.565
C -2.956 0.486 0.578 -1.522
N -2.934 1.107 -0.733 1.458
C -3.413 2.468 -0.736 -0.838
C -2.634 3.406 0.168 -1.736
N -1.237 3.556 -0.205 0.779
C -0.740 4.371 -1.215 0.993
C -1.297 5.218 -2.157 0.330
F -2.627 5.397 -2.262 -0.338
C -0.440 5.895 -2.996 0.268
F -0.931 6.745 -3.914 -0.344
C 0.942 5.738 -2.895 0.426
F 1.725 6.433 -3.734 -0.335
C 1.504 4.894 -1.959 -0.168
F 2.820 4.756 -1.880 -0.312
C 0.630 4.220 -1.125 0.007
F 0.913 2.277 -2.634 -0.891
C -3.672 0.327 -1.734 -1.277
C -3.051 0.407 -3.123 -0.639
N -1.837 -0.356 -3.085 -0.426
C -1.106 -0.485 -4.175 -0.042
C 0.084 -1.278 -4.087 0.017
F 0.374 -1.842 -2.884 0.108
C 0.958 -1.501 -5.116 -0.180
F 2.050 -2.265 -4.923 -0.322
C 0.727 -0.956 -6.374 0.596
F 1.586 -1.177 -7.403 -0.371
C -0.406 -0.182 -6.532 -0.078
F -0.664 0.364 -7.739 -0.347
C -1.282 0.044 -5.490 0.709
F -2.356 0.833 -5.781 -0.377
H -3.966 0.480 1.035 0.133
H -2.267 0.982 1.264 0.252
H -2.615 -0.544 0.485 0.499
H -4.474 2.522 -0.410 0.197
H -3.384 2.839 -1.762 0.532
H -2.619 3.046 1.194 0.501
H -3.099 4.394 0.168 0.431
H -4.733 0.642 -1.743 0.382
H -3.642 -0.723 -1.438 0.355
H -2.902 1.465 -3.395 0.279
H -3.794 0.020 -3.842 0.414
O 0.907 3.378 -0.100 -0.413
C -0.250 2.956 0.475 -0.891
```

Density functional theory data (ωB97M-V/def2-TZVPD) for a structure of composition C35H40N4O3P2Pd in a non-equilibrium geometry.

Output
Spin multiplicity ... 1
Energy above the lowest of the compared OMol25 structures with the same formula, charge and spin ... 2.1 kcal per mole
HOMO level ... -6.3 eV

The geometry in XYZ format:
```
85
Properties=species:S:1:pos:R:3:mulliken_charge:R:1
Pd 0.500 -1.234 1.284 0.171
O -1.264 -1.920 0.000 -0.776
P -0.527 -2.268 -1.257 1.482
C 0.764 -1.122 -1.786 -0.467
P 2.249 -0.753 -0.743 2.034
O 2.208 0.600 -0.107 -0.780
C 2.616 -2.113 0.359 0.028
C 2.917 -3.393 -0.140 -0.563
C 3.188 -4.433 0.720 -0.962
C 3.128 -4.231 2.103 -0.728
C 2.846 -2.981 2.612 -0.672
C 2.624 -1.893 1.753 -0.282
C 3.583 -0.782 -1.995 0.411
C 4.850 -1.256 -1.662 -0.453
C 5.895 -1.166 -2.571 -0.737
C 5.686 -0.596 -3.816 -0.457
C 4.434 -0.105 -4.153 -0.721
C 3.389 -0.194 -3.247 -0.626
C -1.673 -2.218 -2.669 0.635
C -3.029 -2.166 -2.346 -0.518
C -3.987 -2.137 -3.348 -0.681
C -3.600 -2.156 -4.680 -0.483
C -2.254 -2.196 -5.010 -0.869
C -1.294 -2.224 -4.009 -0.257
C 0.058 -3.974 -1.194 0.537
C 0.576 -4.631 -2.308 -0.427
C 0.957 -5.960 -2.215 -0.701
C 0.799 -6.639 -1.011 -0.524
C 0.271 -5.988 0.093 -0.806
C -0.097 -4.655 0.006 -0.344
H 0.240 -0.155 -1.772 -0.138
H 1.042 -1.366 -2.810 0.446
H 2.954 -3.559 -1.209 0.666
H 3.436 -5.409 0.324 0.388
H 3.325 -5.058 2.773 0.424
H 2.815 -2.827 3.683 0.239
H 2.567 -0.888 2.164 0.767
H 5.014 -1.702 -0.689 0.375
H 6.875 -1.542 -2.304 0.404
H 6.502 -0.526 -4.524 0.381
H 4.276 0.352 -5.122 0.411
H 2.419 0.214 -3.502 0.366
H -3.312 -2.135 -1.301 0.353
H -5.036 -2.094 -3.088 0.414
H -4.346 -2.133 -5.463 0.397
H -1.949 -2.200 -6.048 0.410
H -0.248 -2.238 -4.287 0.195
H 0.688 -4.106 -3.246 0.284
H 1.365 -6.470 -3.077 0.421
H 1.088 -7.680 -0.939 0.389
H 0.159 -6.521 1.028 0.425
H -0.492 -4.118 0.862 0.422
C 0.500 2.375 1.580 -0.504
N 0.078 3.006 0.345 0.440
C 0.371 4.418 0.210 -0.701
C 0.496 4.798 -1.250 -0.674
C -0.736 4.328 -1.992 -0.682
N -0.950 2.916 -1.761 0.317
C -1.879 2.265 -2.659 -1.147
C -0.629 2.283 -0.572 0.502
O -0.958 1.117 -0.379 -0.734
H 1.567 2.564 1.717 0.412
H 0.371 1.303 1.485 -0.286
H -0.052 2.764 2.442 0.319
H 1.313 4.610 0.728 0.357
H -0.399 5.025 0.705 0.320
H 1.380 4.313 -1.670 0.300
H 0.611 5.878 -1.352 0.364
H -0.619 4.482 -3.068 0.355
H -1.614 4.912 -1.677 0.306
H -1.469 2.240 -3.673 0.335
H -2.834 2.802 -2.690 0.373
H -2.055 1.250 -2.316 0.279
C -2.317 -0.988 3.222 -0.832
C -1.063 -0.779 3.998 0.218
N 0.155 -0.950 3.530 0.387
C 1.012 -0.652 4.562 -0.619
C 0.306 -0.302 5.669 -0.792
N -1.017 -0.392 5.295 -0.071
H -2.071 -0.875 2.167 -0.126
H -3.086 -0.269 3.502 0.373
H -2.702 -1.998 3.378 0.284
H 2.081 -0.703 4.444 0.437
H 0.610 -0.003 6.655 0.419
H -1.810 -0.188 5.876 0.173
```

Density functional theory data (ωB97M-V/def2-TZVPD) for a structure of composition C35H41CuGe2O in a non-equilibrium geometry.

Output
Charge ... -1
Spin multiplicity ... 2
Energy above the lowest of the compared OMol25 structures with the same formula, charge and spin ... 14.0 kcal per mole
HOMO level (alpha / beta) ... -4.3 / -4.8 eV
<S²> ... 0.761

The geometry in XYZ format:
```
80
Properties=species:S:1:pos:R:3:mulliken_charge:R:1
Cu -0.093 -0.656 0.679 -0.507
C 0.681 -0.844 -5.648 -1.442
Ge 0.239 -1.345 -3.727 0.810
C -1.653 -1.988 -3.861 -1.319
C 1.265 -3.046 -3.425 -1.366
Ge 0.638 0.028 -1.618 -0.524
C 2.585 0.508 -1.769 0.207
C 3.412 -0.015 -2.754 0.211
C 4.775 0.220 -2.757 -0.786
C 5.343 0.993 -1.760 -0.413
C 4.534 1.545 -0.780 -0.867
C 3.173 1.304 -0.793 0.097
C -0.133 1.842 -1.962 0.220
C -0.236 2.748 -0.912 -0.150
C -0.847 3.977 -1.082 -0.741
C -1.384 4.318 -2.313 -0.413
C -1.291 3.428 -3.370 -0.660
C -0.671 2.205 -3.190 0.183
H 0.496 -1.709 -6.279 0.455
H 1.718 -0.545 -5.766 0.400
H 0.053 -0.028 -5.993 0.421
H -1.738 -2.818 -4.560 0.525
H -2.320 -1.198 -4.194 0.341
H -2.003 -2.327 -2.891 0.321
H 1.032 -3.796 -4.176 0.474
H 1.007 -3.446 -2.449 0.386
H 2.338 -2.880 -3.433 0.393
H 2.981 -0.619 -3.542 -0.054
H 5.404 -0.209 -3.528 0.389
H 6.413 1.157 -1.740 0.357
H 4.977 2.147 0.004 0.387
H 2.554 1.731 -0.016 0.342
H 0.159 2.478 0.060 0.240
H -0.922 4.668 -0.255 0.372
H -1.892 5.267 -2.439 0.355
H -1.708 3.691 -4.333 0.384
H -0.620 1.503 -4.014 0.143
C -4.409 -1.427 -0.885 -1.615
C -4.145 0.059 -0.626 0.362
C -3.045 0.581 -1.541 -0.864
C -3.816 0.256 0.837 0.323
C -4.636 1.083 1.585 -0.668
C -4.510 1.176 2.960 -1.171
C -3.620 0.329 3.593 -0.574
C -2.761 -0.497 2.888 0.583
C -2.015 -1.545 3.693 0.451
C -2.380 -2.928 3.149 -1.593
C -0.497 -1.398 3.783 -1.596
C -2.760 -0.459 1.467 1.770
O -1.883 -1.127 0.740 -1.316
H -4.658 -1.607 -1.931 0.428
H -5.230 -1.782 -0.263 0.405
H -3.514 -1.989 -0.631 0.124
H -5.067 0.617 -0.845 0.644
H -2.155 -0.029 -1.415 -0.504
H -2.796 1.608 -1.291 0.287
H -3.355 0.546 -2.584 0.456
H -5.408 1.655 1.083 0.345
H -5.146 1.839 3.531 0.345
H -3.598 0.292 4.677 0.352
H -2.402 -1.476 4.720 0.486
H -2.051 -3.003 2.117 0.176
H -3.458 -3.075 3.181 0.383
H -1.901 -3.709 3.737 0.439
H -0.012 -1.733 2.872 0.082
H -0.118 -2.003 4.605 0.508
H -0.208 -0.365 3.953 0.364
C 1.583 -0.400 1.478 -0.612
C 2.492 -0.214 2.261 0.653
C 3.457 0.002 3.269 0.622
C 3.407 1.171 4.035 -0.494
C 4.268 1.351 5.098 -0.472
C 5.196 0.374 5.420 -0.430
C 5.274 -0.776 4.649 -0.412
C 4.417 -0.963 3.582 -0.428
H 2.668 1.922 3.789 0.453
H 4.207 2.255 5.692 0.364
H 5.849 0.502 6.273 0.366
H 6.003 -1.539 4.892 0.368
H 4.465 -1.864 2.988 0.432
```

Density functional theory data (ωB97M-V/def2-TZVPD) for a structure of composition C35H41N3PdSb2.

Output
Charge ... -2
Spin multiplicity ... 1
Energy above the lowest of the compared OMol25 structures with the same formula, charge and spin ... 8.1 kcal per mole
HOMO level ... 0.9 eV

The geometry in XYZ format:
```
82
Properties=species:S:1:pos:R:3:mulliken_charge:R:1
Pd -0.284 -0.667 0.555 -0.526
C -1.468 -0.712 -2.852 -1.421
C -0.294 -1.680 -2.711 -0.115
C 1.075 -0.984 -2.742 -1.382
Sb 2.057 -0.750 -0.776 0.665
C 4.020 -0.672 -1.838 0.051
C 4.245 0.135 -2.957 -0.332
C 5.522 0.329 -3.480 -0.433
C 6.617 -0.280 -2.880 -0.360
C 6.418 -1.090 -1.765 -0.565
C 5.137 -1.278 -1.253 -0.425
C 2.265 -2.699 -0.070 -0.153
C 2.651 -3.743 -0.887 0.196
C 2.662 -5.084 -0.475 -1.051
C 2.316 -5.337 0.885 0.000
C 1.893 -4.359 1.734 -1.077
C 1.547 -2.950 1.257 -0.058
Sb -1.923 0.436 -1.047 0.841
C -3.637 -0.774 -0.455 0.318
C -3.451 -2.144 -0.254 -0.221
C -4.508 -2.952 0.149 -0.699
C -5.763 -2.402 0.389 -0.325
C -5.955 -1.037 0.220 -0.534
C -4.899 -0.235 -0.207 -0.376
C -3.244 1.806 -2.164 -0.344
C -3.140 3.184 -1.964 -0.496
C -3.969 4.085 -2.632 -0.490
C -4.923 3.617 -3.519 -0.351
C -5.044 2.247 -3.734 -0.668
C -4.214 1.358 -3.061 0.088
H -2.391 -1.235 -3.117 0.518
H -1.265 0.020 -3.641 0.539
H -0.352 -2.417 -3.521 0.426
H -0.391 -2.241 -1.778 -0.103
H 0.987 0.014 -3.189 0.396
H 1.786 -1.552 -3.346 0.547
H 3.399 0.617 -3.444 0.218
H 5.665 0.956 -4.355 0.353
H 7.615 -0.129 -3.279 0.326
H 7.266 -1.579 -1.297 0.347
H 4.978 -1.930 -0.397 0.361
H 3.018 -3.511 -1.888 0.260
H 3.032 -5.872 -1.121 0.316
H 2.424 -6.351 1.270 0.301
H 1.650 -4.603 2.766 0.220
H 1.885 -2.223 2.010 0.059
H -2.458 -2.568 -0.369 -0.063
H -4.343 -4.014 0.293 0.390
H -6.584 -3.031 0.714 0.336
H -6.925 -0.596 0.419 0.347
H -5.070 0.826 -0.352 0.381
H -2.395 3.562 -1.267 0.321
H -3.870 5.151 -2.457 0.363
H -5.570 4.311 -4.042 0.332
H -5.791 1.874 -4.426 0.363
H -4.332 0.291 -3.224 0.287
C 2.559 3.371 1.989 -0.798
C 1.536 2.900 0.975 -0.240
N 0.628 1.961 1.575 1.044
C 0.321 1.921 2.909 0.237
N -0.459 0.996 3.336 -0.400
C -0.796 0.970 4.739 -0.809
C -0.828 2.366 5.347 -0.681
C 0.515 3.023 5.099 -0.747
N 0.891 2.911 3.706 0.321
C 1.816 3.900 3.197 -0.748
H 3.196 4.155 1.571 0.400
H 3.188 2.527 2.282 0.299
H 2.020 2.398 0.135 0.150
H 1.001 3.774 0.574 0.180
H 0.501 1.053 1.075 -0.421
H -0.088 0.343 5.302 0.274
H -1.775 0.496 4.842 0.343
H -1.035 2.340 6.421 0.354
H -1.616 2.946 4.857 0.286
H 1.274 2.552 5.738 0.296
H 0.484 4.085 5.366 0.431
H 2.520 4.153 3.996 0.447
H 1.292 4.830 2.925 0.267
C 0.024 -2.742 1.122 -1.213
H -0.355 -3.486 0.413 0.323
H -0.491 -2.884 2.083 0.503
```

Density functional theory data (ωB97M-V/def2-TZVPD) for a structure of composition C35H42Cl2MgN2O4P in a non-equilibrium geometry.

Output
Charge ... -1
Spin multiplicity ... 1
HOMO level ... -3.8 eV

The geometry in XYZ format:
```
87
Properties=species:S:1:pos:R:3:mulliken_charge:R:1
O 1.291 1.082 -2.132 -0.880
C 0.951 1.585 -3.299 0.339
C 0.880 3.125 -3.263 -0.864
C 0.448 3.810 -2.126 0.793
H 0.076 3.253 -1.259 -0.130
C 0.471 5.211 -2.098 -0.780
H 0.179 5.733 -1.181 0.389
C 0.858 5.931 -3.237 -0.348
H 0.858 7.025 -3.226 0.337
C 1.242 5.241 -4.398 -0.680
H 1.527 5.791 -5.301 0.336
C 1.268 3.844 -4.397 -0.138
H 1.573 3.287 -5.287 0.336
H 1.708 1.339 -4.081 0.274
C -0.215 -0.431 -4.560 -1.481
C -0.391 0.935 -3.994 0.743
H -0.755 -0.528 -5.504 0.540
H -0.604 -1.201 -3.888 0.094
H 0.847 -0.614 -4.738 0.340
C -1.434 1.725 -4.275 0.166
C -2.649 1.364 -5.081 -1.531
H -1.437 2.764 -3.924 0.287
H -2.778 2.058 -5.924 0.418
H -3.548 1.440 -4.461 0.275
H -2.619 0.346 -5.493 0.294
Mg -0.709 0.004 -1.145 2.668
Cl -1.657 1.989 -0.112 -0.721
Cl -2.773 -0.373 -2.513 -0.683
C -2.896 -1.285 0.241 -0.278
O -1.676 -1.498 0.175 -0.561
N -3.796 -1.936 0.981 0.518
C -3.480 -3.239 1.544 -0.927
C -5.162 -1.441 1.126 -1.010
H -3.341 -0.484 -0.379 0.157
H -2.423 -3.453 1.364 0.112
H -4.105 -4.009 1.072 0.329
H -3.684 -3.239 2.621 0.324
H -5.223 -0.453 0.660 0.284
H -5.425 -1.361 2.189 0.300
H -5.868 -2.121 0.628 0.363
H 1.358 -4.900 -1.938 0.278
H 3.868 -3.950 -1.572 0.312
C 1.319 -4.094 -2.685 -0.954
C 3.569 -3.138 -2.255 -0.968
N 2.123 -2.959 -2.251 0.435
H 0.286 -3.772 -2.830 0.230
C 1.540 -1.855 -1.749 0.205
O 0.301 -1.690 -1.702 -1.544
H 4.047 -2.204 -1.942 0.290
H 2.243 -1.083 -1.390 0.168
H 1.736 -4.481 -3.621 0.341
H 3.909 -3.403 -3.267 0.335
O 0.568 0.081 0.614 0.425
P 0.756 -0.036 2.100 1.033
C -0.740 -0.568 2.987 0.728
C -1.846 0.290 2.948 -0.229
C -2.982 0.010 3.701 -0.756
C -3.041 -1.151 4.472 -0.467
C -1.957 -2.033 4.478 -0.721
C -0.801 -1.740 3.747 -0.352
C 2.046 -1.237 2.487 0.103
C 3.151 -0.944 3.299 -0.718
C 4.125 -1.923 3.533 -0.610
C 4.018 -3.183 2.939 -0.593
C 2.928 -3.468 2.108 -0.709
C 1.946 -2.503 1.882 -0.527
C 1.144 1.509 2.954 -0.041
C 1.165 1.574 4.361 -0.295
C 1.320 2.806 5.005 -0.703
C 1.464 3.975 4.253 -0.449
C 1.455 3.909 2.855 -0.507
C 1.297 2.681 2.206 -0.411
H -1.822 1.173 2.299 0.227
H -3.825 0.706 3.677 0.428
H -3.936 -1.371 5.058 0.370
H -2.010 -2.960 5.051 0.389
H 0.043 -2.430 3.765 0.348
H 3.252 0.043 3.750 0.365
H 4.975 -1.693 4.177 0.387
H 4.785 -3.940 3.113 0.362
H 2.840 -4.447 1.634 0.449
H 1.093 -2.723 1.235 0.435
H 1.042 0.671 4.959 0.440
H 1.321 2.847 6.096 0.361
H 1.577 4.938 4.757 0.367
H 1.564 4.818 2.262 0.439
H 1.258 2.628 1.116 0.301
```